Entry 1:
Computed, not measured: C2H4S3 as an isolated structure in a non-equilibrium geometry, with ωB97M-V with the def2-TZVPD basis set.

The value obtained for the total energy is -34640.93509 eV. The energy above the lowest of the compared OMol25 structures with the same formula, charge and spin is 75.89 kcal per mole. The LUMO energy comes out at -0.0348 hartree. The value obtained for the molar mass is 124.3 g/mol.

Geometry (Å):
C 1.285 0.303 1.017
C -1.247 -0.651 -1.342
S -0.081 -0.835 0.264
S 2.525 -0.653 1.768
S 0.570 1.809 0.692
H -1.752 0.230 -1.205
H -1.397 -1.610 -0.849
H -0.754 -0.994 -2.206
H 0.851 2.401 1.861

Löwdin atomic charges, in units of e: number 1, C, carries -1.452; number 2, C, carries -0.223; number 3, S, carries 0.608; number 4, S, carries 0.518; number 5, S, carries 0.701; number 6, H, carries -0.010; number 7, H, carries -0.045; number 8, H, carries 0.013; number 9, H, carries -0.110


Entry 2:
Computed, not measured: a 2-piece molecular cluster, CH4N3O2 overall in a non-equilibrium geometry, with ωB97M-V with the def2-TZVPD basis set.

The value obtained for the total energy is -9661.63279 eV. The energy above the lowest of the compared OMol25 structures with the same formula, charge and spin is 121.94 kcal per mole. The LUMO energy (alpha / beta) comes out at 0.1569 / 0.1574 hartree. The value obtained for the molar mass is 90.1 g/mol. Its net charge is -1.

Geometry (Å):
C 1.537 -0.283 -0.347
N -1.172 -0.567 -0.402
N 0.636 -0.595 0.703
N -1.937 0.276 0.108
O -1.662 1.101 0.984
O -3.092 0.266 -0.398
H 1.473 -1.223 -1.018
H 1.173 0.520 -0.989
H 2.464 0.212 0.031
H 0.580 0.293 1.328

Löwdin atomic charges, in units of e: number 1, C, carries -0.329; number 2, N, carries 0.143; number 3, N, carries -0.094; number 4, N, carries -0.699; number 5, O, carries -0.111; number 6, O, carries -0.136; number 7, H, carries 0.080; number 8, H, carries 0.034; number 9, H, carries 0.061; number 10, H, carries 0.050


Entry 3:
Computed, not measured: a 2-piece molecular cluster, C20H19FI3N2O5 overall, with ωB97M-V with the def2-TZVPD basis set.

The value obtained for the total energy is -61278.01137 eV. The energy above the lowest of the compared OMol25 structures with the same formula, charge and spin is 0.00 kcal per mole. The LUMO energy comes out at -0.1835 hartree. The value obtained for the molar mass is 767.1 g/mol. Its net charge is +1.

Geometry (Å):
C 0.793 -4.382 -0.277
C 0.016 -3.262 0.385
I -0.442 -3.918 2.389
C -1.318 -2.805 -0.271
I -1.949 -3.873 -2.032
C -1.417 -1.339 -0.568
C -0.585 -0.716 -1.548
C 0.529 -1.403 -2.287
C 1.574 -0.407 -2.814
O 1.788 -0.366 -3.997
C 2.264 0.500 -1.858
C 2.632 1.766 -2.302
C 3.293 2.630 -1.453
C 3.620 2.231 -0.164
C 3.275 0.963 0.279
C 2.582 0.109 -0.561
N -0.759 0.532 -1.920
N -1.715 1.218 -1.331
C -2.524 0.798 -0.364
C -3.549 1.764 0.126
C -4.970 1.412 -0.332
O -5.912 1.532 0.393
C -2.369 -0.527 0.066
I -3.580 -1.170 1.624
H 1.717 -4.540 0.278
H 1.069 -4.151 -1.307
H 0.241 -5.318 -0.260
H 0.646 -2.390 0.547
H -2.123 -3.052 0.402
H 0.982 -2.181 -1.681
H 0.104 -1.868 -3.176
H 2.406 2.068 -3.314
H 3.583 3.611 -1.802
H 4.161 2.902 0.488
H 3.538 0.614 1.266
H 2.339 -0.889 -0.216
H -1.810 2.169 -1.669
H -3.333 2.764 -0.259
H -3.552 1.815 1.214
H -5.084 1.088 -1.382
C -0.566 1.895 3.033
C 0.848 2.443 3.087
O 1.621 1.260 3.203
C 0.925 0.231 2.674
O 1.370 -0.839 2.432
O -0.364 0.603 2.439
F 1.056 3.223 4.164
H -0.974 1.779 4.037
H -1.238 2.497 2.426
H 1.163 2.984 2.192

Löwdin atomic charges, in units of e: number 1, C, carries -0.231; number 2, C, carries -0.788; number 3, I, carries 0.935; number 4, C, carries -0.763; number 5, I, carries 1.033; number 6, C, carries -0.234; number 7, C, carries -0.185; number 8, C, carries -0.054; number 9, C, carries -0.349; number 10, O, carries 0.139; number 11, C, carries -0.169; number 12, C, carries -0.015; number 13, C, carries -0.062; number 14, C, carries -0.064; number 15, C, carries -0.068; number 16, C, carries -0.024; number 17, N, carries 0.197; number 18, N, carries 0.121; number 19, C, carries -0.256; number 20, C, carries -0.118; number 21, C, carries -0.266; number 22, O, carries 0.094; number 23, C, carries -0.523; number 24, I, carries 1.178; number 25, H, carries 0.081; number 26, H, carries 0.056; number 27, H, carries 0.059; number 28, H, carries 0.042; number 29, H, carries -0.068; number 30, H, carries 0.093; number 31, H, carries 0.111; number 32, H, carries 0.124; number 33, H, carries 0.112; number 34, H, carries 0.112; number 35, H, carries 0.110; number 36, H, carries 0.107; number 37, H, carries 0.188; number 38, H, carries 0.137; number 39, H, carries 0.105; number 40, H, carries 0.143; number 41, C, carries -0.039; number 42, C, carries -0.307; number 43, O, carries 0.141; number 44, C, carries -0.553; number 45, O, carries 0.141; number 46, O, carries 0.024; number 47, F, carries 0.100; number 48, H, carries 0.152; number 49, H, carries 0.130; number 50, H, carries 0.172